Molecular formula: C13H31AgAs3F5NO3Te
Method: DFT, ωB97M-V/def2-TZVPD

The energy above the lowest of the compared OMol25 structures with the same formula, charge and spin comes out at 0.0 kcal/mol. For the calculated total energy, the calculation gives -8416.1325 Ha. The calculation puts the largest force on an atom at 4.8 eV/A. Its charge is -1. As for the HOMO energy: -5.5 eV. Its gap between HOMO and LUMO is 7.77 eV.

Element x y z (Å)
Ag: 1.54369 -2.85910 0.16120
N: 3.74661 -2.00084 0.74297
C: 3.75771 -1.67680 2.17533
C: 2.39829 -1.11523 2.67587
O: 2.43786 -0.39902 3.67971
O: 1.36990 -1.44661 2.01140
H: 4.55151 -2.55760 0.48605
H: 3.76411 -1.14976 0.19402
H: 4.52798 -0.94814 2.44002
H: 3.94383 -2.59282 2.73896
C: -2.03419 -2.81175 -1.97922
As: -0.88032 -1.89818 -0.67075
C: -1.73147 -2.63758 0.92810
C: -1.96971 -0.22656 -0.83024
C: -1.53451 1.13882 -0.26342
C: -1.18569 0.99651 1.22056
C: -0.39366 1.76937 -1.09301
As: 1.51293 1.27486 -0.84439
C: 1.93780 2.55684 0.59037
C: 2.11977 2.54900 -2.25530
C: -2.76950 2.04256 -0.45789
As: -2.96927 3.92248 0.17037
C: -3.55238 3.54629 2.01420
C: -1.19609 4.61384 0.68701
H: -3.08275 -2.66150 -1.71511
H: -1.81182 -3.87693 -1.98479
H: -1.85654 -2.41795 -2.97985
H: -2.80235 -2.42816 0.95010
H: -1.24952 -2.22516 1.81469
H: -1.57202 -3.71564 0.92026
H: -2.93035 -0.50210 -0.38304
H: -2.14971 -0.09582 -1.90267
H: -0.32251 0.33698 1.34850
H: -2.03180 0.57322 1.76876
H: -0.93796 1.96395 1.65797
H: -0.43499 2.85301 -0.96019
H: -0.59689 1.57077 -2.15127
H: 1.42919 3.50793 0.41995
H: 3.01473 2.73068 0.58930
H: 1.67792 2.15244 1.56584
H: 1.70847 3.54681 -2.08939
H: 1.83324 2.20904 -3.25136
H: 3.20836 2.61529 -2.22070
H: -3.64048 1.55396 -0.00691
H: -2.97502 2.09401 -1.53186
H: -4.49391 2.99735 2.00541
H: -3.71474 4.48792 2.53944
H: -2.80894 2.96446 2.55895
H: -0.59178 4.85670 -0.18572
H: -0.64291 3.93412 1.33252
H: -1.38006 5.54042 1.23293
F: 1.53595 -6.79523 -1.76157
Te: 1.54077 -4.89734 -1.84464
F: 0.44802 -4.95574 -3.39331
F: 1.99878 -3.12362 -2.40138
F: 3.06607 -4.89990 -0.69135
F: 2.90116 -5.27559 -3.11918
O: 0.26919 -4.70895 -0.65226